Entry 1:
Computed, not measured: a single C5H6O molecule, with ωB97M-V/def2-TZVPD.

```
12
Properties=species:S:1:pos:R:3:forces:R:3:nbo_charge:R:1
C 0.9595 0.4881 -2.4134 -0.125 0.025 0.136 -0.483
C 0.0783 0.4923 -1.4559 0.095 -0.037 -0.054 0.177
C -0.6697 0.4134 -0.3847 0.140 0.032 -0.178 -0.428
C 0.0663 0.2369 0.9116 0.292 0.059 0.096 0.569
C -0.5134 -0.7648 1.8820 0.018 -0.033 0.089 -0.715
O 1.1084 0.8144 1.1321 -0.372 -0.212 -0.026 -0.528
H 1.2953 -0.4499 -2.8473 -0.074 0.132 0.018 0.232
H 1.4040 1.4119 -2.7693 -0.119 -0.077 -0.019 0.236
H -1.7574 0.3852 -0.4184 0.208 -0.043 -0.006 0.239
H 0.2422 -0.9917 2.6361 -0.158 0.028 -0.050 0.240
H -0.8089 -1.6790 1.3562 0.017 0.144 0.080 0.228
H -1.4047 -0.3567 2.3710 0.077 -0.019 -0.086 0.235
```
Forces are in eV/Å.

- Total charge: 0
- DFT total energy: -7327.800 eV
- Relative energy (zero: lowest compared OMol25 entry of this formula, charge and spin): 34.2 kcal per mole
- Lowest unoccupied orbital energy: 0.91 eV
- SMILES string: C=C=CC(C)=O

---

Entry 2:
Computed, not measured: 3 unconnected molecules or ions with the total composition C32H50ClFN2O7P2, with ωB97M-V/def2-TZVPD.

```
95
Properties=species:S:1:pos:R:3:forces:R:3:lowdin_charge:R:1
C 3.3273 -1.3906 2.8057 0.007 0.194 0.058 -0.099
C 2.1827 -0.7646 1.9933 0.378 -0.621 -0.077 -0.214
C 2.6671 -0.3387 0.5976 0.538 -0.347 0.688 -0.164
O 1.8724 0.6705 -0.0464 0.099 0.180 0.242 -0.010
C 0.5395 0.5290 0.1577 0.350 -0.604 -0.881 -0.241
C -0.1706 1.5377 0.7478 1.000 1.612 0.238 0.087
C -1.4316 1.3482 1.2180 -0.157 -0.490 -0.042 -0.297
F -2.0241 2.3567 1.8428 -0.232 0.319 0.197 0.078
C -2.0566 0.1221 1.0947 -1.551 -0.712 -0.262 -0.213
P -3.6330 -0.1262 2.0399 -0.090 1.046 1.485 0.935
C -3.8248 -1.9052 2.4619 -0.556 -0.272 -1.370 -0.252
O -4.8903 0.1846 0.9840 0.703 -0.495 -0.093 -0.315
C -1.4258 -0.7969 0.2785 0.058 -1.002 -0.361 -0.083
C -0.1448 -0.6166 -0.2311 0.277 -0.664 -0.217 -0.030
C 0.4418 -1.6689 -1.1546 -0.290 0.218 -0.276 -0.294
O 1.2415 -1.4052 -2.0268 -0.322 -0.312 0.564 0.134
C -0.0361 -3.0770 -0.8742 0.584 0.301 -0.218 -0.009
C -1.1187 -3.2854 -0.1351 0.149 -0.059 0.346 -0.309
P -1.4914 -4.8422 0.8002 -1.536 -0.397 -0.247 0.596
O -1.1516 -4.3536 2.3319 0.700 -0.101 -0.757 -0.352
Cl 0.0758 -6.0761 0.2055 0.004 0.567 0.252 0.232
C -2.0738 -2.1123 -0.0766 -0.339 -0.081 0.257 -0.337
O -3.2422 -2.2384 -0.3764 0.906 -0.020 0.372 0.101
H 2.9711 -1.7825 3.7627 -0.112 0.026 -0.148 0.073
H 3.7988 -2.2246 2.2760 0.060 0.186 -0.009 0.080
H 4.0757 -0.6310 3.0560 0.075 -0.182 -0.184 0.071
H 1.7844 0.0712 2.5733 -0.240 -0.043 -0.261 0.123
H 1.4392 -1.5565 1.8474 -0.352 0.392 0.285 0.098
H 2.7634 -1.2404 -0.0169 -0.099 0.222 -0.179 0.121
H 3.6799 0.0564 0.7201 -0.209 0.351 -0.330 0.113
H 0.3065 2.5046 0.8780 0.047 -0.145 0.205 0.151
H -4.2976 -2.0353 3.4342 0.314 0.310 0.096 0.038
H -4.5243 -2.3327 1.7289 0.166 -0.010 0.088 0.042
H -2.9098 -2.4943 2.3768 -0.010 0.183 0.306 0.013
H -4.9419 1.1476 0.9587 -0.321 -0.009 -0.005 0.037
H 0.5627 -3.9139 -1.2276 0.255 0.284 0.147 0.081
H -0.2273 -4.0806 2.4411 -0.078 0.152 0.168 0.056
C -9.3851 -0.4020 -2.9331 0.088 0.375 0.158 -0.023
C -8.4002 -1.4642 -3.4933 -1.859 0.597 0.497 -0.477
C -8.1471 -2.5771 -2.4640 0.559 -0.195 0.269 -0.142
C -7.1720 -2.2030 -1.3527 -0.050 0.017 -0.105 -0.169
C -5.8775 -1.6618 -1.9490 -0.355 -0.444 -0.009 -0.146
C -6.1216 -0.4828 -2.8914 0.451 1.507 1.184 -0.481
N -7.1411 -0.7974 -3.9419 1.037 -2.409 -0.090 -0.071
O -6.5770 -1.5461 -4.8428 -0.123 0.639 -0.458 -0.018
C -6.5487 0.7359 -2.0498 -0.379 0.096 0.092 -0.045
C -4.7921 -0.0560 -3.5138 0.059 -0.296 -0.599 -0.038
C -9.1634 -2.1047 -4.6550 0.496 -0.155 -0.500 -0.056
H -8.9148 0.5437 -2.6811 0.097 -0.090 0.068 0.054
H -10.1449 -0.1415 -3.6711 0.017 -0.152 -0.049 0.077
H -9.9024 -0.7614 -2.0420 0.019 -0.037 -0.020 0.087
H -7.7465 -3.4574 -2.9778 0.047 0.112 -0.139 0.122
H -9.0964 -2.8932 -2.0260 -0.106 0.119 -0.170 0.119
H -7.6261 -1.4757 -0.6731 0.039 0.042 -0.023 0.107
H -6.9520 -3.0873 -0.7495 -0.025 0.020 0.010 0.114
H -5.2077 -1.3631 -1.1469 0.019 0.240 -0.105 0.080
H -5.3690 -2.4695 -2.4863 -0.055 0.063 -0.130 0.129
H -6.8104 1.5814 -2.6900 -0.030 -0.048 -0.031 0.092
H -5.7272 1.0511 -1.4083 0.126 -0.129 -0.092 0.066
H -7.3851 0.5349 -1.3829 -0.019 -0.004 -0.052 0.066
H -4.2977 -0.8722 -4.0390 -0.137 0.000 -0.080 0.080
H -4.1077 0.2810 -2.7342 -0.165 -0.016 0.140 0.083
H -4.9336 0.7692 -4.2148 -0.025 -0.038 -0.024 0.091
H -9.3191 -1.3932 -5.4675 0.038 0.017 0.026 0.090
H -10.1421 -2.4388 -4.3074 0.026 0.126 0.175 0.090
H -8.6514 -2.9768 -5.0598 0.093 0.092 -0.016 0.077
C 8.3140 1.7982 -0.3770 0.325 0.291 -0.056 -0.020
C 7.4545 1.5655 0.8957 0.411 -0.360 -2.053 -0.473
C 6.1252 2.3310 0.8088 -0.268 0.423 0.363 -0.146
C 6.2289 3.8230 1.1015 0.039 -0.047 0.051 -0.173
C 6.9371 4.0438 2.4349 -0.479 -0.216 -0.200 -0.138
C 8.3103 3.3714 2.4830 1.260 1.549 -0.341 -0.495
N 8.2451 1.9230 2.1104 -2.337 -0.115 1.299 -0.071
O 7.7631 1.2643 3.1226 0.710 -0.306 0.007 -0.017
C 9.2644 4.1449 1.5500 -0.006 -0.044 -0.353 -0.047
C 8.9142 3.5586 3.8750 -0.152 -0.539 0.352 -0.045
C 7.1115 0.0743 0.8336 -0.049 -0.262 0.746 -0.052
H 9.1776 2.4356 -0.2135 -0.101 0.084 0.067 0.055
H 8.7321 0.8613 -0.7467 -0.133 -0.061 0.058 0.079
H 7.7277 2.2375 -1.1856 -0.029 -0.019 0.028 0.090
H 5.4111 1.9011 1.5207 0.152 -0.077 0.098 0.114
H 5.6826 2.1892 -0.1796 0.150 -0.184 -0.029 0.122
H 6.7473 4.3378 0.2879 0.054 -0.008 0.037 0.107
H 5.2271 4.2561 1.1453 0.009 -0.011 -0.039 0.114
H 7.0437 5.1149 2.6201 0.209 -0.038 0.050 0.125
H 6.3045 3.6568 3.2406 0.091 -0.126 0.003 0.126
H 10.2369 3.6532 1.4899 -0.031 -0.040 -0.001 0.093
H 9.4304 5.1520 1.9337 -0.070 -0.060 0.152 0.087
H 8.8791 4.2730 0.5402 0.020 -0.071 0.004 0.063
H 8.2699 3.1720 4.6633 0.020 -0.137 -0.083 0.080
H 9.0623 4.6191 4.0780 -0.031 0.035 -0.200 0.086
H 9.8848 3.0654 3.9506 -0.033 -0.039 -0.010 0.092
H 8.0017 -0.5433 0.9614 0.014 0.048 0.038 0.092
H 6.6762 -0.1694 -0.1370 0.086 0.245 -0.091 0.092
H 6.3830 -0.2214 1.5894 0.106 0.060 0.100 0.064
```
Forces are in eV/Å.

- Total charge: 0
- Spin multiplicity: 3
- DFT total energy: -85121.288 eV
- Relative energy (zero: lowest compared OMol25 entry of this formula, charge and spin): 32.2 kcal per mole
- Lowest unoccupied orbital energy (spin up / spin down): -1.40 / -1.40 eV

---

Entry 3:
Computed, not measured: a molecular structure, C9H7AsBF4NPtS9, with ωB97M-V/def2-TZVPD.

```
33
Properties=species:S:1:pos:R:3:forces:R:3:nbo_charge:R:1
Pt -1.0513 0.9663 -0.0248 0.020 0.797 0.971 0.883
S 1.1324 7.9770 0.5341 0.115 0.346 -0.032 -0.158
C 0.6981 6.4055 0.3402 -0.147 -0.640 -0.041 -0.552
S -0.8208 5.9027 -0.3367 0.430 -0.092 0.338 0.466
C -0.6162 4.1647 -0.1481 2.068 0.323 0.871 -0.463
C 0.5864 3.7646 0.4029 -1.266 1.476 -0.802 -0.431
S 1.0866 2.1895 0.7641 -1.396 -1.926 -0.343 -0.133
S 1.7051 5.0646 0.7981 -0.588 0.250 -0.149 0.455
S -1.9162 3.1896 -0.6300 -0.246 -2.809 0.297 0.094
S -4.1544 -2.0789 2.0710 0.673 0.080 -0.123 -0.791
As -3.8107 -0.1278 1.2687 -2.861 -0.851 0.676 0.894
S -3.1558 -0.2542 -0.8173 2.103 1.204 0.561 -0.439
S -2.1233 0.8257 2.3084 1.556 0.403 -2.405 -0.290
S -5.6372 0.9523 1.4582 0.689 0.226 -0.144 -0.738
C 1.9726 -4.7944 1.1041 -0.001 0.027 -0.017 -0.633
C 1.3148 -3.4844 0.7987 -0.203 0.110 0.005 0.036
C -0.0382 -3.2952 1.0381 0.306 0.033 -0.120 -0.256
C -0.6151 -2.0780 0.7351 -0.706 -0.274 0.236 0.078
N 0.0670 -1.0661 0.2222 -0.964 1.267 0.064 -0.466
C 1.3619 -1.2296 -0.0223 0.548 0.092 -0.199 0.075
C 2.0207 -2.4161 0.2540 -0.209 0.044 0.014 -0.264
H 1.2467 -5.4956 1.5079 0.004 -0.081 0.044 0.215
H 2.7741 -4.6642 1.8303 0.076 -0.028 0.024 0.217
H 2.3983 -5.2226 0.1981 0.086 -0.060 -0.038 0.220
H -0.6521 -4.0800 1.4531 -0.098 -0.025 0.042 0.225
H -1.6748 -1.9343 0.9119 0.014 -0.010 0.053 0.259
H 1.8810 -0.3913 -0.4636 -0.013 0.084 -0.074 0.240
H 3.0750 -2.5085 0.0388 0.079 0.071 -0.065 0.213
F -0.2321 0.0519 -4.3966 -0.592 -0.471 -0.446 -0.565
B 0.5922 0.7457 -3.5420 0.056 0.144 -0.158 1.346
F 0.0140 0.7574 -2.2366 -0.446 -0.044 0.959 -0.595
F 0.7496 2.0457 -3.9660 0.077 0.804 -0.197 -0.565
F 1.8218 0.1180 -3.4540 0.835 -0.469 0.198 -0.575
```
Forces are in eV/Å.

- Total charge: -2
- DFT total energy: -184096.382 eV
- Lowest unoccupied orbital energy (spin up / spin down): 2.53 / 2.54 eV

---

Entry 4:
Computed, not measured: a single C3H7NO molecule, with ωB97M-V/def2-TZVPD.

```
12
Properties=species:S:1:pos:R:3:forces:R:3:nbo_charge:R:1
C -0.8480 1.0516 0.2345 -0.517 -0.623 1.779 -0.622
C 0.4220 0.1698 0.0761 -0.843 -2.466 0.179 -0.166
N 0.6054 -0.8592 1.0982 -0.837 -0.820 1.504 -0.846
C 0.5047 -0.5245 -1.2673 0.880 -4.186 -0.813 0.436
O 0.9206 -1.6773 -1.6054 -1.077 4.208 2.148 -0.529
H -1.2826 1.3939 -0.6852 0.071 0.190 -0.575 0.220
H -0.6573 1.9016 0.8946 0.486 0.196 -0.473 0.227
H -1.6875 0.6115 0.8340 0.727 -0.508 -0.813 0.219
H 1.2317 0.8380 0.1347 1.379 0.964 -0.100 0.214
H 1.0774 -1.7319 0.8023 -0.192 1.150 -0.363 0.388
H -0.2949 -1.1958 1.4822 0.680 0.579 -0.407 0.358
H 0.0085 0.0224 -1.9986 -0.756 1.315 -2.064 0.101
```
Forces are in eV/Å.

- Total charge: 0
- DFT total energy: -6760.892 eV
- Relative energy (zero: lowest compared OMol25 entry of this formula, charge and spin): 42.8 kcal per mole
- Lowest unoccupied orbital energy: 0.69 eV
- SMILES string: C[C@@H](N)C=O